[1]
Here is a cluster of 15 separate species, H30O15 in total in a non-equilibrium geometry from the OMol25 dataset. Energies are from ωB97M-V/def2-TZVPD.

Geometry (Å):
O1 -2.974 -2.067 -0.840
H1 -3.524 -2.244 -0.123
H2 -3.025 -1.074 -0.882
O2 -0.495 -2.618 1.107
H3 -0.118 -2.249 0.310
H4 0.111 -2.594 1.855
O3 0.557 -2.186 -1.283
H5 0.179 -2.863 -1.844
H6 1.404 -1.981 -1.692
O4 0.898 3.092 -0.530
H7 0.565 2.183 -0.343
H8 0.270 3.463 -1.194
O5 -2.183 -0.784 2.149
H9 -1.586 -1.534 2.045
H10 -2.641 -0.868 3.002
O6 0.502 -0.682 -4.254
H11 0.554 0.189 -4.636
H12 0.839 -0.486 -3.403
O7 1.078 -1.324 2.953
H13 1.650 -1.286 2.187
H14 1.573 -0.912 3.669
O8 -1.814 2.953 0.570
H15 -1.112 3.250 -0.020
H16 -2.546 3.253 0.062
O9 -0.656 1.498 2.578
H17 -1.033 0.579 2.391
H18 -0.960 2.142 1.935
O10 -0.718 1.472 -2.546
H19 0.190 1.435 -2.880
H20 -1.319 1.866 -3.143
O11 0.358 0.326 0.113
H21 0.657 -0.382 -0.448
H22 -0.633 0.335 0.087
O12 2.710 -1.387 1.011
H23 2.621 -2.323 1.198
H24 3.492 -1.202 1.510
O13 -2.551 0.557 -0.577
H25 -2.400 1.280 0.018
H26 -1.924 0.840 -1.213
O14 2.043 1.549 1.837
H27 1.441 1.096 1.233
H28 1.350 1.790 2.464
O15 3.038 -1.031 -1.685
H29 3.389 -0.894 -0.753
H30 2.746 -0.180 -1.999

LUMO level, Ha: -0.019
ΔE to the lowest compared entry with this formula, charge and spin, kJ/mol: 207.7
Max |F|, eV/Å: 2.9
Spin multiplicity: 1
Energy, Eh: -1146.5609

***

[2]
Here is an isolated molecule of C12H18O in a non-equilibrium geometry from the OMol25 dataset. Energies are from ωB97M-V/def2-TZVPD.

Geometry (Å):
C1 2.794 -0.936 1.145
C2 1.836 -0.843 0.408
C3 0.776 -0.331 -0.406
O1 1.257 -0.539 -1.774
C4 -0.685 -0.948 -0.205
C5 -0.630 -1.759 1.075
C6 -1.210 -1.847 -1.288
C7 -1.547 0.258 -0.170
C8 -1.381 0.953 1.185
C9 0.049 1.546 1.219
C10 0.489 1.176 -0.188
C11 1.775 1.892 -0.590
C12 -0.707 1.295 -1.081
H1 3.457 -1.216 1.898
H2 0.973 -1.471 -1.907
H3 -0.366 -2.807 0.847
H4 -1.659 -1.645 1.642
H5 0.022 -1.475 1.771
H6 -2.339 -2.122 -1.045
H7 -0.616 -2.771 -1.483
H8 -1.142 -1.380 -2.263
H9 -2.553 0.062 -0.590
H10 -1.476 0.230 2.066
H11 -2.189 1.635 1.428
H12 -0.099 2.607 1.224
H13 0.546 1.101 2.146
H14 2.242 1.436 -1.472
H15 2.354 1.713 0.303
H16 1.625 2.957 -0.637
H17 -0.485 0.942 -2.102
H18 -1.111 2.286 -1.155

LUMO level, Ha: 0.029
ΔE to the lowest compared entry with this formula, charge and spin, kJ/mol: 351.7
Max |F|, eV/Å: 5.2
Spin multiplicity: 1
Energy, Eh: -543.1568

***

[3]
Here is a cluster of 9 separate species, C55H94N2O21S in total in a non-equilibrium geometry from the OMol25 dataset. Energies are from ωB97M-V/def2-TZVPD.

Geometry (Å):
C1 8.131 1.100 2.507
C2 7.352 -0.124 1.997
C3 5.816 -0.026 2.267
C4 5.030 -0.645 1.076
C5 3.944 -1.677 1.499
C6 3.621 -2.564 0.277
C7 2.772 -3.800 0.598
C8 1.386 -3.491 1.215
C9 0.648 -2.301 0.571
C10 -0.881 -2.552 0.392
C11 -1.709 -1.453 1.074
C12 -3.216 -1.461 0.645
N1 -3.446 -1.195 -0.765
C13 -2.968 0.127 -1.221
C14 -2.284 0.064 -2.610
C15 -1.202 1.196 -2.623
C16 0.041 0.665 -1.867
C17 -4.117 -0.551 1.557
C18 -5.260 -1.430 2.086
C19 -6.588 -0.687 2.386
O1 -6.589 0.682 1.938
C20 -7.593 1.364 2.583
C21 -7.380 1.849 4.010
O2 -8.605 1.570 2.066
C22 -3.282 0.134 2.651
C23 -4.094 1.099 3.541
N2 -4.318 2.400 2.887
O3 -2.692 -0.804 3.576
S1 -1.714 -1.866 2.852
O4 -0.422 -1.783 3.428
O5 -2.314 -3.153 2.993
H1 7.751 1.417 3.482
H2 9.185 0.854 2.638
H3 8.064 1.951 1.817
H4 7.692 -0.973 2.603
H5 7.582 -0.310 0.946
H6 5.596 1.049 2.269
H7 5.575 -0.483 3.228
H8 4.528 0.095 0.449
H9 5.745 -1.207 0.466
H10 3.045 -1.097 1.752
H11 4.227 -2.252 2.387
H12 3.183 -1.920 -0.489
H13 4.584 -2.932 -0.101
H14 2.574 -4.301 -0.364
H15 3.313 -4.532 1.205
H16 0.802 -4.418 1.198
H17 1.543 -3.269 2.277
H18 0.780 -1.450 1.243
H19 1.096 -1.989 -0.375
H20 -1.175 -3.515 0.820
H21 -1.094 -2.622 -0.679
H22 -1.254 -0.463 0.993
H23 -3.525 -2.497 0.818
H24 -2.923 -1.892 -1.287
H25 -2.360 0.677 -0.491
H26 -3.866 0.744 -1.387
H27 -1.834 -0.922 -2.781
H28 -3.018 0.265 -3.401
H29 -1.629 2.017 -2.036
H30 -0.985 1.517 -3.639
H31 0.566 1.505 -1.404
H32 0.661 0.115 -2.580
H33 -0.253 -0.052 -1.096
H34 -4.481 0.253 0.910
H35 -4.894 -1.911 3.001
H36 -5.504 -2.257 1.419
H37 -6.793 -0.765 3.460
H38 -7.416 -1.211 1.892
H39 -7.115 0.997 4.648
H40 -8.299 2.264 4.411
H41 -6.556 2.564 4.085
H42 -2.515 0.766 2.186
H43 -3.436 1.296 4.395
H44 -4.992 0.641 3.952
H45 -3.435 2.900 2.964
H46 -4.406 2.251 1.882
O6 -0.010 -0.681 -4.985
C24 -0.512 -0.446 -6.047
C25 -1.241 0.821 -6.441
C26 -1.978 0.388 -7.703
C27 -1.062 -0.691 -8.254
O7 -0.461 -1.304 -7.098
H47 -0.508 1.604 -6.648
H48 -1.925 1.135 -5.659
H49 -2.161 1.198 -8.408
H50 -2.944 -0.045 -7.433
H51 -0.268 -0.283 -8.882
H52 -1.606 -1.444 -8.821
O8 10.108 0.737 4.927
C28 9.394 -0.015 5.526
C29 9.442 -0.292 7.016
C30 8.616 -1.564 7.138
C31 7.653 -1.432 5.976
O9 8.380 -0.719 4.955
H53 8.982 0.545 7.544
H54 10.467 -0.433 7.349
H55 8.117 -1.678 8.099
H56 9.258 -2.435 6.988
H57 6.763 -0.853 6.236
H58 7.346 -2.397 5.592
O10 -3.908 1.562 -4.793
C32 -4.906 1.921 -4.227
C33 -6.318 1.431 -4.477
C34 -7.157 2.490 -3.775
C35 -6.223 2.955 -2.673
O11 -4.894 2.818 -3.217
H59 -6.436 0.447 -4.018
H60 -6.527 1.381 -5.542
H61 -8.100 2.129 -3.409
H62 -7.356 3.315 -4.463
H63 -6.294 2.332 -1.777
H64 -6.393 3.992 -2.393
O12 -0.960 4.953 9.097
C36 -1.767 4.499 8.342
C37 -1.978 3.033 8.016
C38 -2.821 3.103 6.748
C39 -3.569 4.413 6.931
O13 -2.673 5.258 7.670
H65 -2.517 2.562 8.840
H66 -1.029 2.532 7.849
H67 -3.480 2.247 6.608
H68 -2.166 3.169 5.876
H69 -4.487 4.290 7.511
H70 -3.814 4.886 5.982
O14 -9.721 1.519 -4.436
C40 -10.704 1.890 -3.858
C41 -12.126 1.423 -4.092
C42 -12.939 2.497 -3.378
C43 -11.985 2.945 -2.283
O15 -10.669 2.788 -2.844
H71 -12.253 0.441 -3.634
H72 -12.349 1.378 -5.154
H73 -13.897 2.148 -2.996
H74 -13.133 3.326 -4.062
H75 -12.056 2.324 -1.388
H76 -12.135 3.985 -2.001
O16 1.398 -1.723 -12.004
C44 1.845 -2.053 -10.945
C45 2.413 -3.411 -10.585
C46 2.440 -3.359 -9.062
C47 2.618 -1.875 -8.796
O17 1.944 -1.211 -9.883
H77 3.415 -3.497 -11.009
H78 1.775 -4.209 -10.956
H79 3.218 -3.972 -8.610
H80 1.478 -3.692 -8.666
H81 3.668 -1.573 -8.805
H82 2.170 -1.569 -7.853
O18 7.737 -4.587 5.632
C48 8.263 -4.691 4.559
C49 8.341 -5.937 3.702
C50 9.430 -5.569 2.699
C51 9.288 -4.058 2.615
O19 8.848 -3.651 3.922
H83 7.376 -6.094 3.219
H84 8.611 -6.804 4.300
H85 9.329 -6.064 1.734
H86 10.408 -5.828 3.108
H87 8.538 -3.748 1.885
H88 10.229 -3.564 2.381
O20 7.421 1.742 -1.285
C52 6.702 2.673 -1.073
C53 7.117 4.130 -1.003
C54 5.915 4.777 -0.328
C55 4.777 3.872 -0.767
O21 5.360 2.565 -0.895
H89 7.267 4.502 -2.017
H90 8.025 4.246 -0.417
H91 5.763 5.821 -0.598
H92 6.032 4.725 0.756
H93 4.363 4.162 -1.736
H94 3.972 3.837 -0.036

LUMO level, Ha: 0.012
Max |F|, eV/Å: 4.3
Spin multiplicity: 1
Energy, Eh: -4239.8934